# 1
{
  "formula": "C46H39IN9O2PTl",
  "method": "ωB97M-V/def2-TZVPD",
  "total_charge": -1,
  "relative_energy_kj_mol": 0.0,
  "e_lumo_ev": 1.56,
  "fmax_ev_per_a": 3.2,
  "orbital_gap_ev": 4.58,
  "e_tot_ev": -87915.6180,
  "elements": ["Tl", "C", "C", "C", "C", "C", "C", "N", "C", "C", "C", "C", "C", "C", "N", "N", "C", "C", "C", "C", "C", "N", "H", "H", "H", "H", "H", "H", "H", "H", "H", "H", "H", "H", "H", "I", "C", "C", "C", "C", "C", "C", "C", "C", "C", "P", "C", "C", "C", "C", "C", "C", "C", "C", "C", "C", "C", "C", "C", "H", "H", "H", "H", "H", "H", "H", "H", "H", "H", "H", "H", "H", "H", "H", "H", "N", "N", "C", "N", "N", "N", "O", "O", "H", "H", "H", "H", "H", "C", "C", "C", "C", "C", "C", "H", "H", "H", "H", "H"],
  "xyz": [[14.214, 9.828, 11.954], [10.650, 6.444, 8.045], [11.295, 7.110, 7.048], [12.519, 7.761, 7.215], [13.110, 7.935, 8.469], [12.466, 7.313, 9.685], [11.179, 6.430, 9.402], [14.166, 8.761, 8.792], [15.083, 9.116, 7.836], [15.583, 8.142, 6.899], [16.700, 8.426, 6.077], [17.334, 9.673, 6.143], [16.827, 10.656, 7.039], [15.723, 10.406, 7.853], [15.222, 11.353, 8.714], [15.925, 12.416, 8.742], [15.492, 13.454, 9.493], [16.342, 14.605, 9.544], [16.013, 15.631, 10.417], [14.826, 15.514, 11.203], [14.060, 14.392, 11.044], [14.375, 13.359, 10.227], [9.714, 5.875, 7.926], [10.825, 7.192, 6.085], [13.045, 8.250, 6.387], [13.164, 6.804, 10.404], [11.323, 5.451, 9.878], [15.063, 7.161, 6.841], [17.034, 7.684, 5.358], [18.182, 9.897, 5.502], [17.310, 11.633, 7.164], [17.202, 14.631, 8.899], [16.670, 16.531, 10.489], [14.557, 16.237, 11.991], [13.152, 14.191, 11.606], [13.685, 11.412, 15.515], [12.685, 12.526, 16.996], [13.590, 12.656, 18.078], [13.125, 13.166, 19.335], [11.810, 13.517, 19.487], [10.898, 13.438, 18.391], [9.550, 13.820, 18.564], [8.668, 13.725, 17.519], [9.102, 13.357, 16.225], [10.404, 12.893, 16.013], [10.762, 12.098, 14.365], [9.383, 10.924, 14.277], [9.585, 9.693, 14.908], [8.579, 8.749, 14.910], [7.411, 8.906, 14.192], [7.234, 10.117, 13.503], [8.167, 11.134, 13.575], [10.269, 13.357, 13.192], [9.960, 12.925, 11.874], [9.517, 13.789, 10.894], [9.251, 15.111, 11.235], [9.544, 15.547, 12.532], [10.122, 14.702, 13.492], [11.347, 12.957, 17.109], [14.621, 12.329, 17.980], [13.812, 13.299, 20.156], [11.440, 13.763, 20.497], [9.202, 14.117, 19.569], [7.621, 13.918, 17.697], [8.359, 13.300, 15.433], [10.471, 9.550, 15.520], [8.689, 7.838, 15.543], [6.672, 8.077, 14.185], [6.308, 10.314, 12.930], [7.870, 12.104, 13.173], [10.110, 11.881, 11.616], [9.362, 13.438, 9.888], [8.803, 15.809, 10.496], [9.343, 16.566, 12.849], [10.428, 15.156, 14.462], [12.366, 10.480, 10.123], [11.232, 9.609, 9.995], [11.537, 8.306, 10.587], [10.435, 7.327, 10.387], [11.923, 8.484, 11.963], [11.867, 7.450, 12.815], [12.571, 7.492, 13.811], [11.067, 6.450, 12.621], [12.069, 11.466, 10.175], [12.998, 10.334, 9.305], [10.969, 9.527, 8.988], [9.568, 7.825, 10.094], [10.387, 6.845, 11.434], [18.562, 6.889, 12.575], [18.420, 8.169, 13.095], [17.266, 8.911, 12.883], [16.263, 8.382, 12.089], [16.423, 7.126, 11.524], [17.572, 6.352, 11.791], [19.519, 6.368, 12.784], [19.239, 8.607, 13.658], [17.188, 9.909, 13.325], [15.647, 6.693, 10.875], [17.700, 5.339, 11.332]],
  "forces_ev_per_angstrom": [[1.1, 0.7, 1.0], [-0.9, -0.3, -0.7], [-1.1, -0.7, 0.8], [1.8, 1.2, 0.6], [1.3, 1.0, 0.4], [-0.4, -0.1, 0.7], [1.6, 0.9, 1.4], [-1.1, -1.1, -0.9], [0.5, -0.7, -0.2], [0.6, 0.4, -0.5], [-1.5, 0.0, 0.8], [-0.7, 1.2, 1.1], [1.3, -1.0, -1.2], [0.0, -1.6, -0.4], [0.4, 1.8, 0.5], [0.2, -2.1, -1.5], [-0.8, 1.8, 2.2], [-1.1, -0.3, 0.4], [-0.3, 0.3, 0.2], [1.2, 0.8, 0.1], [-0.1, -1.7, -0.6], [0.2, 0.9, 0.0], [0.4, 0.4, -0.4], [-0.1, -0.3, -0.4], [-0.5, -0.2, 0.2], [-0.3, 0.5, -1.0], [-0.5, 0.1, -0.2], [0.6, 0.8, 0.1], [0.0, 0.0, 0.2], [-0.1, 0.0, 0.2], [-0.2, -0.6, -0.3], [0.2, 0.0, 0.0], [-0.7, -0.9, 0.0], [0.2, -0.3, -0.7], [0.0, 0.4, 0.1], [0.2, 0.0, -0.4], [2.5, -0.4, 1.9], [-1.8, 0.6, 0.2], [0.0, 0.0, -1.1], [-0.1, -0.3, 0.1], [0.6, 0.1, 0.1], [-0.4, -0.3, 0.2], [0.2, 0.3, 0.0], [0.8, -0.9, 0.6], [-1.0, 0.6, 0.3], [0.5, -0.1, 0.4], [-0.9, -0.1, -0.6], [-0.2, 0.9, 0.3], [0.0, -1.6, 1.0], [-0.3, 0.1, -0.5], [-1.0, -0.4, -0.2], [0.4, -0.2, 0.7], [-0.8, 0.1, -0.8], [0.7, -0.1, 0.4], [0.0, 0.3, 0.4], [-0.3, 0.8, 0.2], [0.3, 0.0, -0.1], [-0.2, 0.8, 0.0], [-0.7, -0.1, -0.6], [-0.3, 0.1, 0.0], [0.1, -0.2, 0.1], [0.1, 0.2, -0.7], [0.2, -0.2, -0.6], [-0.1, 0.2, -0.1], [0.2, 0.0, 0.0], [0.1, -0.1, -0.3], [0.1, 0.7, -0.7], [0.5, 0.9, -0.1], [0.5, -0.3, 0.4], [0.5, -0.2, -0.1], [0.0, 0.0, 0.1], [-0.1, -0.1, -0.2], [0.4, -0.5, 0.6], [0.0, 0.0, -0.3], [-0.4, -0.7, -0.7], [-0.2, 0.3, -1.3], [-0.4, -0.1, -0.2], [1.1, -0.7, -0.6], [-2.1, 0.3, 0.8], [0.1, -0.7, 0.4], [0.4, 1.2, -1.1], [-0.6, -0.1, -0.3], [0.2, 0.2, 0.1], [0.1, -0.8, 0.1], [-0.4, 0.4, 1.0], [0.4, -0.4, 1.0], [0.6, -0.8, 0.0], [0.2, 0.2, -0.9], [1.3, 0.0, 0.5], [0.2, 0.4, 0.3], [0.4, -0.4, -0.1], [-1.6, 0.4, -0.7], [0.6, -0.9, 0.2], [-0.7, -0.8, -1.0], [-0.8, 0.1, -0.2], [0.0, -0.1, 0.1], [-0.1, -0.1, -0.1], [0.3, 0.2, 0.2], [-0.2, 0.9, 0.5]]
}



# 2
{
  "formula": "C46H39P2Ru",
  "method": "ωB97M-V/def2-TZVPD",
  "multiplicity": 6,
  "s2": 8.7854,
  "total_charge": 2,
  "e_lumo_ev": [-5.99, -9.19],
  "fmax_ev_per_a": 6.5,
  "orbital_gap_ev": [6.29, 4.58],
  "e_tot_ev": -69473.5172,
  "elements": ["C", "C", "C", "C", "C", "C", "P", "C", "C", "C", "C", "C", "C", "Ru", "P", "C", "C", "C", "C", "C", "C", "C", "C", "C", "C", "C", "C", "C", "C", "C", "C", "C", "C", "C", "C", "C", "C", "C", "C", "H", "H", "H", "H", "H", "H", "H", "H", "H", "H", "H", "H", "H", "H", "H", "H", "H", "H", "H", "H", "H", "H", "H", "H", "H", "H", "H", "H", "H", "H", "H", "H", "C", "C", "C", "C", "C", "C", "C", "C", "C", "C", "H", "H", "H", "H", "H", "H", "H"],
  "xyz": [[4.418, -0.388, -1.709], [3.934, 0.020, -0.446], [4.499, -0.544, 0.708], [5.560, -1.449, 0.607], [6.022, -1.864, -0.660], [5.411, -1.375, -1.817], [2.334, 0.903, -0.300], [2.618, 1.840, 1.255], [1.791, 1.573, 2.335], [2.024, 2.179, 3.571], [3.055, 3.105, 3.704], [3.862, 3.416, 2.612], [3.628, 2.804, 1.374], [0.513, -0.158, 0.030], [0.215, -2.219, -0.500], [1.520, -3.242, 0.327], [2.358, -4.137, -0.378], [3.362, -4.806, 0.308], [3.596, -4.516, 1.650], [2.868, -3.524, 2.307], [1.878, -2.835, 1.618], [-1.337, -3.114, -0.247], [-2.505, -2.483, -0.688], [-3.747, -3.063, -0.428], [-3.823, -4.278, 0.256], [-2.655, -4.893, 0.706], [-1.403, -4.321, 0.467], [0.241, -2.346, -2.350], [0.455, -1.161, -3.075], [0.848, -1.262, -4.423], [0.875, -2.511, -5.054], [0.532, -3.679, -4.353], [0.202, -3.593, -2.997], [2.472, 2.182, -1.599], [3.696, 2.549, -2.180], [3.747, 3.482, -3.215], [2.578, 4.085, -3.688], [1.357, 3.743, -3.093], [1.305, 2.817, -2.047], [-2.433, -1.529, -1.219], [-4.647, -2.559, -0.768], [-4.800, -4.733, 0.438], [-2.718, -5.837, 1.236], [-0.484, -4.791, 0.818], [2.245, -4.248, -1.462], [3.940, -5.568, -0.192], [4.348, -5.062, 2.212], [3.022, -3.282, 3.357], [1.355, -1.983, 2.076], [0.335, -0.195, -2.542], [1.122, -0.349, -4.964], [1.146, -2.566, -6.110], [0.509, -4.640, -4.875], [-0.086, -4.484, -2.438], [4.629, 2.088, -1.862], [4.700, 3.746, -3.671], [2.600, 4.813, -4.498], [0.428, 4.190, -3.449], [0.361, 2.555, -1.571], [0.961, 0.870, 2.166], [1.394, 1.913, 4.413], [3.216, 3.596, 4.660], [4.683, 4.124, 2.724], [4.211, 3.096, 0.509], [4.095, -0.265, 1.692], [6.039, -1.828, 1.512], [6.860, -2.580, -0.737], [5.705, -1.756, -2.801], [3.986, 0.051, -2.619], [2.462, -1.708, -1.438], [2.342, -1.592, -0.674], [-3.400, 3.178, 1.167], [-2.428, 2.896, 0.190], [-1.717, 1.709, 0.267], [-1.913, 0.842, 1.339], [-1.083, -0.300, 1.402], [-1.209, -1.250, 2.380], [-2.201, -1.044, 3.367], [-3.028, 0.076, 3.361], [-2.915, 1.089, 2.354], [-3.639, 2.301, 2.223], [-3.972, 4.092, 1.088], [-2.228, 3.583, -0.618], [-0.973, 1.369, -0.492], [-0.560, -2.122, 2.412], [-2.301, -1.811, 4.138], [-3.795, 0.177, 4.134], [-4.412, 2.536, 2.954]],
  "forces_ev_per_angstrom": [[0.0, -0.2, 0.0], [0.3, -0.8, -0.2], [-0.2, 0.2, 0.0], [0.3, -0.1, -0.6], [-0.1, -0.1, 0.6], [-0.2, 0.6, 0.1], [4.8, 4.4, 0.1], [0.1, 0.5, -0.3], [0.1, -0.2, 0.2], [-0.2, -0.1, -0.2], [-0.2, -0.2, 0.0], [0.0, -0.1, -0.5], [0.0, 0.0, 0.6], [-1.7, 0.3, 0.9], [-1.4, -5.6, -2.7], [0.6, 0.4, -0.7], [-0.6, 0.1, 0.3], [-0.3, 0.3, 0.0], [-0.2, 0.1, 0.6], [0.1, 0.0, 0.0], [-0.7, -0.2, -0.2], [-0.2, 0.0, 1.0], [-0.2, -0.2, 0.2], [0.3, 0.1, -0.2], [0.1, 0.2, 0.0], [0.0, -0.1, -0.1], [-0.3, 0.4, -0.2], [0.4, -0.1, 0.3], [0.4, -0.7, -0.2], [-0.4, 0.4, 0.3], [0.0, 0.0, 0.3], [-0.2, 0.4, 0.0], [0.3, 0.3, -0.2], [-0.2, 0.2, -0.5], [0.0, 0.0, -0.1], [-0.3, 0.3, -0.1], [-0.3, -0.4, 0.5], [-0.1, 0.0, 0.1], [0.4, -0.1, -0.3], [-0.1, -0.3, 0.1], [0.1, -0.2, 0.0], [0.4, 0.1, 0.0], [0.0, 0.1, 0.0], [-0.3, 0.0, 0.0], [-0.1, -0.2, 0.5], [0.2, 0.1, -0.1], [-0.1, 0.0, -0.2], [0.3, -0.1, -0.3], [0.3, -0.5, 0.0], [0.4, -0.4, -0.6], [-0.3, -0.5, 0.1], [0.0, 0.0, 0.3], [0.0, 0.4, 0.2], [0.2, 0.2, -0.1], [-0.3, 0.1, 0.0], [-0.2, -0.1, 0.2], [0.1, -0.2, 0.2], [0.3, 0.0, 0.1], [0.0, 0.2, -0.2], [0.3, 0.3, 0.6], [0.1, 0.2, 0.0], [0.0, -0.1, -0.1], [-0.3, -0.1, -0.1], [0.1, -0.1, 0.1], [0.3, -0.2, -0.4], [-0.2, 0.1, -0.3], [-0.6, 0.4, 0.1], [0.0, 0.3, 0.4], [0.1, -0.4, 0.4], [-0.1, 0.2, 1.0], [0.6, -0.3, -1.8], [0.7, -0.2, -0.6], [-0.5, 0.2, 0.3], [0.0, -0.3, 0.2], [-1.0, -0.4, 1.0], [0.5, 1.5, -0.6], [-1.6, -0.2, 1.9], [1.1, -1.1, -0.4], [-0.7, 1.0, -0.1], [1.0, 0.0, -1.1], [-0.2, -0.8, 0.6], [0.0, 0.0, 0.1], [-0.2, 0.1, 0.0], [-0.7, 0.8, 0.2], [-0.4, 0.1, 0.1], [-0.1, 0.4, -0.1], [0.3, 0.0, -0.2], [0.2, 0.0, -0.1]]
}